[1]
DFT (wB97M-V/def2-TZVPD) results for an isolated ion of composition C4H8NO and charge +1.

The relative energy (zero: lowest compared OMol25 entry of this formula, charge and spin) comes out at 114.1 kcal per mole. The maximum force comes out at 5.665 eV/Å. As for the LUMO energy: -3.9224 eV. The value obtained for the molecular weight is 86.11 g mol⁻¹. Its structure (SMILES) is C[NH2+][C@@]12C[C@@H]1O2. Its net charge is +1. As for the gap between HOMO and LUMO: 0.387 hartree.

Positions of all 14 atoms, in Å:
C1 1.223 1.149 -0.297
C2 1.879 -0.096 0.253
C3 0.472 0.099 0.440
C4 -1.633 -0.456 -0.457
N1 -0.867 -0.412 0.786
O1 1.170 -1.039 -0.545
H1 1.514 2.087 0.254
H2 1.124 1.139 -1.311
H3 2.770 -0.213 0.818
H4 -1.035 -1.058 -1.328
H5 -2.612 -0.854 -0.433
H6 -1.579 0.634 -0.806
H7 -1.050 -1.311 1.288
H8 -1.377 0.329 1.338

Atoms 1-3, force components in eV/Å:
C 0.21 1.26 3.37
C -1.39 -0.75 -0.10
C 1.28 -2.60 -1.59

Mulliken atomic charge list, values in e, 2 entries:
1. C -0.4568
2. C -0.1502

---

[2]
DFT (wB97M-V/def2-TZVPD) results for a 2-piece molecular cluster, C4H8NO overall.

The relative energy (zero: lowest compared OMol25 entry of this formula, charge and spin) comes out at 29.1 kcal per mole. The maximum force comes out at 2.819 eV/Å. As for the LUMO energy: -3.5039 eV. The value obtained for the molecular weight is 86.11 g mol⁻¹. Its net charge is +1. As for the gap between HOMO and LUMO: 0.415 hartree.

Positions of all 14 atoms, in Å:
C1 -3.129 -0.393 -1.267
C2 0.682 0.496 0.669
C3 0.716 -0.235 -0.387
C4 1.422 0.104 1.829
N1 -0.244 0.031 -1.452
O1 -4.248 -0.578 -1.250
H1 -0.055 1.266 0.969
H2 1.408 -1.077 -0.426
H3 2.099 -0.731 1.619
H4 0.722 -0.354 2.506
H5 2.050 0.904 2.231
H6 -1.270 -0.422 -1.289
H7 0.287 -0.062 -2.393
H8 -0.439 1.051 -1.359

Atoms 1-3, force components in eV/Å:
C -2.52 -0.60 0.15
C -1.48 1.43 1.92
C -0.02 -1.03 -1.05

Mulliken atomic charge list, values in e, 2 entries:
1. C 0.0772
2. C 0.0138

---

[3]
DFT (wB97M-V/def2-TZVPD) results for a 2-piece molecular cluster, C4H8NO overall.

The relative energy (zero: lowest compared OMol25 entry of this formula, charge and spin) comes out at 85.6 kcal per mole. The maximum force comes out at 5.919 eV/Å. As for the LUMO energy (alpha / beta): -3.5974 / -9.2779 eV. The value obtained for the molecular weight is 86.11 g mol⁻¹. Its net charge is +1. As for the gap between HOMO and LUMO (alpha / beta): 0.275 / 0.270 hartree. As for the spin multiplicity: 3.

Positions of all 14 atoms, in Å:
C1 2.363 3.252 -0.302
C2 -0.782 1.017 0.244
C3 0.079 -0.143 0.619
C4 -0.073 -1.500 -0.054
N1 0.609 0.918 -0.252
O1 3.158 3.914 0.162
H1 -0.945 1.705 1.108
H2 -1.609 1.084 -0.607
H3 0.568 -0.188 1.576
H4 -1.180 -1.880 -0.099
H5 0.314 -2.205 0.647
H6 0.276 -1.512 -1.108
H7 0.852 0.544 -1.205
H8 1.339 1.593 -0.084

Atoms 1-3, force components in eV/Å:
C -4.10 -3.03 -2.77
C -1.74 0.68 -0.53
C -0.81 -0.88 -0.95

Mulliken atomic charge list, values in e, 2 entries:
1. C 0.1605
2. C -0.3328

---

[4]
DFT (wB97M-V/def2-TZVPD) results for an isolated ion of composition C4H8NO2 and charge -1.

The relative energy (zero: lowest compared OMol25 entry of this formula, charge and spin) comes out at 74.8 kcal per mole. The maximum force comes out at 2.647 eV/Å. As for the LUMO energy: 3.8720 eV. The value obtained for the molecular weight is 102.11 g mol⁻¹. Its structure (SMILES) is O=CCCNC[O-]. Its net charge is -1. As for the gap between HOMO and LUMO: 0.240 hartree.

Positions of all 15 atoms, in Å:
C1 -0.953 0.101 -0.113
C2 0.108 -0.204 0.954
C3 -0.469 -0.505 2.253
O1 -0.050 -0.161 3.337
N1 -0.444 0.090 -1.572
C4 1.044 0.269 -1.660
O2 1.649 1.211 -0.859
H1 -1.645 -0.736 0.028
H2 -1.440 1.064 0.079
H3 0.705 -1.089 0.646
H4 1.001 0.484 0.855
H5 -1.402 -1.172 2.233
H6 -0.863 0.940 -1.995
H7 1.345 0.473 -2.701
H8 1.412 -0.764 -1.485

Atoms 1-3, force components in eV/Å:
C 0.95 -0.54 -1.17
C 2.06 0.52 -1.57
C -0.59 -0.47 1.02

Mulliken atomic charge list, values in e, 2 entries:
1. C -0.3884
2. C -0.2641

---

[5]
DFT (wB97M-V/def2-TZVPD) results for an isolated ion of composition C4H8NO2 and charge -1.

The relative energy (zero: lowest compared OMol25 entry of this formula, charge and spin) comes out at 8.8 kcal per mole. The maximum force comes out at 2.711 eV/Å. As for the LUMO energy: 4.1109 eV. The value obtained for the molecular weight is 102.11 g mol⁻¹. Its structure (SMILES) is C[C@H](N)CC(=O)[O-]. Its net charge is -1. As for the gap between HOMO and LUMO: 0.298 hartree.

Positions of all 15 atoms, in Å:
C1 1.419 -1.097 -0.601
C2 0.515 0.021 -0.022
C3 -0.905 -0.140 -0.505
C4 -1.754 1.111 0.021
O1 -2.345 0.938 1.106
O2 -1.705 2.146 -0.682
N1 0.601 0.008 1.454
H1 2.482 -0.850 -0.556
H2 1.251 -1.995 -0.007
H3 1.159 -1.249 -1.648
H4 0.908 0.990 -0.342
H5 -1.436 -1.044 -0.235
H6 -0.963 0.096 -1.571
H7 -0.331 0.227 1.816
H8 1.104 0.836 1.772

Atoms 1-3, force components in eV/Å:
C -0.28 0.53 0.25
C 0.88 -0.61 0.19
C -1.05 2.48 -0.33

Mulliken atomic charge list, values in e, 2 entries:
1. C -1.3012
2. C 0.3713

---

[6]
DFT (wB97M-V/def2-TZVPD) results for an isolated ion of composition C4H8NO2 and charge -1.

The relative energy (zero: lowest compared OMol25 entry of this formula, charge and spin) comes out at 26.9 kcal per mole. The maximum force comes out at 4.299 eV/Å. As for the LUMO energy: 3.8993 eV. The value obtained for the molecular weight is 102.11 g mol⁻¹. Its structure (SMILES) is CC(C)NC(=O)[O-]. Its net charge is -1. As for the gap between HOMO and LUMO: 0.292 hartree.

Positions of all 15 atoms, in Å:
C1 -0.536 -0.251 -1.268
C2 -0.318 -0.269 0.262
C3 -1.541 0.010 1.004
N1 0.836 0.634 0.406
C4 2.212 0.057 0.123
O1 2.996 0.850 -0.428
O2 2.279 -1.176 0.315
H1 0.504 -0.429 -1.733
H2 -0.600 0.813 -1.548
H3 -1.356 -0.952 -1.653
H4 0.095 -1.210 0.614
H5 -2.471 -0.618 0.868
H6 -1.327 -0.201 2.068
H7 -1.637 1.195 0.841
H8 0.864 1.548 0.129

Atoms 1-3, force components in eV/Å:
C 1.24 -0.83 -0.74
C 2.31 -0.52 -2.64
C -1.19 2.85 1.96

Mulliken atomic charge list, values in e, 2 entries:
1. C -1.1223
2. C 0.4858

---

[7]
DFT (wB97M-V/def2-TZVPD) results for an isolated ion of composition C4H8NO2 and charge -1.

The relative energy (zero: lowest compared OMol25 entry of this formula, charge and spin) comes out at 21.1 kcal per mole. The maximum force comes out at 1.286 eV/Å. As for the LUMO energy: 3.9666 eV. The value obtained for the molecular weight is 102.11 g mol⁻¹. Its structure (SMILES) is CCNCC(=O)[O-]. Its net charge is -1. As for the gap between HOMO and LUMO: 0.276 hartree.

Positions of all 15 atoms, in Å:
C1 0.421 0.122 2.554
C2 -0.746 -0.158 1.651
N1 -0.417 -1.048 0.529
C3 -0.807 -0.500 -0.752
C4 0.262 0.350 -1.446
O1 1.380 -0.178 -1.652
O2 -0.082 1.532 -1.710
H1 0.802 -0.793 3.015
H2 0.200 0.868 3.322
H3 1.318 0.481 2.030
H4 -1.572 -0.576 2.271
H5 -1.230 0.754 1.302
H6 0.546 -1.353 0.576
H7 -1.732 0.081 -0.685
H8 -1.159 -1.266 -1.464

Atoms 1-3, force components in eV/Å:
C 1.17 0.19 0.11
C -0.77 -0.45 0.05
N -0.83 0.07 0.95

Mulliken atomic charge list, values in e, 2 entries:
1. C -1.2445
2. C -0.2480

---

[8]
DFT (wB97M-V/def2-TZVPD) results for an isolated ion of composition C4H8NO2 and charge -1.

The relative energy (zero: lowest compared OMol25 entry of this formula, charge and spin) comes out at 171.8 kcal per mole. The maximum force comes out at 4.830 eV/Å. As for the LUMO energy (alpha / beta): 3.6202 / 3.9555 eV. The value obtained for the molecular weight is 102.11 g mol⁻¹. Its net charge is -1. As for the gap between HOMO and LUMO (alpha / beta): 0.182 / 0.220 hartree.

Positions of all 15 atoms, in Å:
C1 1.331 0.137 -1.311
C2 0.887 -1.136 -0.549
C3 -0.764 -0.580 0.991
C4 -1.473 0.761 1.196
N1 2.243 0.962 -0.565
O1 3.391 0.384 -0.230
O2 -0.468 -1.004 -0.352
H1 1.644 -0.034 -2.496
H2 0.448 0.724 -1.552
H3 1.042 -2.019 -1.095
H4 1.348 -1.207 0.364
H5 0.092 -0.529 1.734
H6 -2.233 0.739 1.930
H7 -1.932 1.111 0.147
H8 -0.842 1.563 1.460

Atoms 1-3, force components in eV/Å:
C 1.27 -0.24 -2.28
C 0.37 1.35 -2.65
C 1.14 1.31 -0.50

Mulliken atomic charge list, values in e, 2 entries:
1. C -0.2655
2. C -0.6520